# 1
{
  "formula": "C4H15N2",
  "method": "wB97M-V/def2-TZVPD",
  "species": ["C", "C", "N", "C", "H", "H", "H", "H", "H", "H", "H", "H", "H", "C", "N", "H", "H", "H", "H", "H", "H"],
  "xyz": [[-1.451, 1.286, -1.826], [-0.757, 0.353, -0.760], [-0.582, -0.980, -1.340], [-0.309, -2.163, -0.521], [-1.460, 2.297, -1.429], [-2.507, 0.982, -1.980], [-0.962, 1.078, -2.784], [-1.321, 0.325, 0.228], [0.208, 0.844, -0.563], [0.184, -0.914, -1.998], [-0.727, -3.028, -1.044], [0.757, -2.290, -0.328], [-0.871, -2.094, 0.405], [1.086, 1.244, 2.017], [1.362, -0.163, 1.488], [-0.001, 1.415, 2.009], [1.543, 1.298, 2.988], [1.603, 1.963, 1.356], [0.643, -0.347, 0.715], [1.220, -0.874, 2.210], [2.341, -0.232, 1.158]],
  "charge": 1,
  "fmax_ev_per_a": 2.04,
  "orbital_gap_ev": 8.839,
  "e_homo_ev": -12.52,
  "de_lowest_ev": 1.838
}


# 2
{
  "formula": "C4H15N2O",
  "method": "wB97M-V/def2-TZVPD",
  "species": ["C", "C", "C", "C", "N", "N", "H", "H", "H", "H", "H", "H", "H", "H", "H", "H", "H", "H", "H", "H", "H", "O"],
  "xyz": [[0.061, -1.525, 1.330], [-0.054, -0.216, 0.579], [1.184, 0.700, 0.767], [1.002, 2.073, 0.142], [0.818, 1.994, -1.337], [-0.111, -0.531, -0.925], [0.901, -2.101, 1.007], [-0.853, -2.088, 1.327], [0.246, -1.299, 2.364], [-0.953, 0.367, 0.776], [1.203, 0.821, 1.834], [2.055, 0.150, 0.430], [1.884, 2.657, 0.335], [0.136, 2.570, 0.539], [1.704, 1.837, -1.788], [0.441, 2.887, -1.625], [-0.990, -0.995, -1.182], [0.658, -1.156, -1.156], [-0.044, 0.380, -1.432], [-3.186, -1.757, 0.009], [-3.321, -2.739, -1.184], [-2.780, -2.029, -0.808]],
  "charge": 1,
  "fmax_ev_per_a": 1.86,
  "orbital_gap_ev": 11.279,
  "e_homo_ev": -13.93,
  "de_lowest_ev": 0.114
}


# 3
{
  "formula": "C4H15N2O",
  "method": "wB97M-V/def2-TZVPD",
  "species": ["N", "C", "C", "N", "C", "C", "H", "H", "H", "H", "H", "H", "H", "H", "H", "H", "H", "H", "H", "H", "H", "O"],
  "xyz": [[-0.420, 0.797, -0.795], [-1.365, 0.558, 0.271], [-0.626, -0.283, 1.346], [0.546, -0.938, 0.626], [0.273, -2.341, 0.246], [1.868, -0.695, 1.266], [-0.310, 1.749, -1.034], [-0.854, 0.448, -1.647], [0.559, -0.310, -0.230], [-2.178, -0.022, -0.132], [-1.684, 1.452, 0.722], [-1.243, -1.111, 1.687], [-0.212, 0.366, 2.056], [-0.723, -2.386, -0.190], [0.390, -2.953, 1.109], [1.013, -2.621, -0.489], [1.982, -1.223, 2.184], [1.970, 0.351, 1.353], [2.626, -1.010, 0.572], [-0.486, 3.876, -2.369], [-0.498, 3.264, -3.742], [-0.628, 3.033, -2.808]],
  "charge": 1,
  "fmax_ev_per_a": 2.33,
  "orbital_gap_ev": 11.924,
  "e_homo_ev": -14.50,
  "de_lowest_ev": 1.182
}


# 4
{
  "formula": "C4H15N2O",
  "method": "wB97M-V/def2-TZVPD",
  "species": ["C", "N", "C", "N", "C", "C", "H", "H", "H", "H", "H", "H", "H", "H", "H", "H", "H", "H", "H", "H", "H", "O"],
  "xyz": [[0.888, 2.022, 1.074], [2.015, 2.428, 0.211], [0.761, 0.487, 1.121], [0.238, -0.208, -0.202], [-1.012, 0.140, -0.907], [-2.015, -0.919, -1.227], [0.993, 2.299, 2.136], [-0.113, 2.366, 0.808], [2.998, 1.863, 0.450], [2.195, 3.438, 0.227], [1.743, 0.066, 1.608], [-0.156, 0.192, 1.847], [0.999, -0.125, -0.880], [0.228, -1.223, -0.082], [-0.861, 0.732, -1.781], [-1.361, 0.765, -0.135], [-1.691, -1.645, -2.029], [-2.315, -1.531, -0.303], [-2.832, -0.390, -1.747], [0.137, -3.446, 0.623], [-0.652, -4.068, -0.443], [-0.187, -3.243, -0.370]],
  "charge": 1,
  "fmax_ev_per_a": 4.59,
  "orbital_gap_ev": 10.297,
  "e_homo_ev": -13.27,
  "de_lowest_ev": 2.670
}


| no. | lowest unoccupied orbital energy (eV) |
| --- | --- |
| 1 | -3.68 |
| 2 | -2.65 |
| 3 | -2.57 |
| 4 | -2.98 |